# C5H11NO3

A 3-piece molecular cluster, C5H11NO3 overall at a distorted geometry (ωB97M-V/def2-TZVPD, the OMol25 dataset).

Each atom is followed by the atoms it is bonded to, with distances in Å.
Atoms and positions in Å:
1 H -1.868 0.626 -1.550  N2 1.014
2 N -1.007 0.636 -1.017  H1 1.014, C3 1.268
3 C -0.912 1.626 -0.230  N2 1.268, C4 1.504, O5 1.334
4 C -1.921 2.716 0.009  C3 1.504, H6 1.091, H7 1.089, H8 1.088
5 O 0.179 1.785 0.522  C3 1.334, H9 0.980
6 H -2.778 2.613 -0.657  C4 1.091
7 H -2.252 2.675 1.045  C4 1.089
8 H -1.451 3.685 -0.151  C4 1.088
9 H 0.821 1.071 0.329  O5 0.980
10 C 2.199 -0.323 -0.561  C11 1.305, H13 1.075, H14 1.076
11 C 2.346 -1.008 0.539  C10 1.305, O12 1.198
12 O 2.881 -1.645 1.401  C11 1.198
13 H 2.993 0.310 -0.915  C10 1.075
14 H 1.284 -0.368 -1.126  C10 1.076
15 C -0.350 -2.446 0.104  O16 1.422, H17 1.089, H18 1.094, H19 1.092
16 O 0.438 -1.776 1.080  C15 1.422, H20 1.025
17 H -0.748 -1.670 -0.547  C15 1.089
18 H 0.254 -3.147 -0.479  C15 1.094
19 H -1.173 -2.978 0.587  C15 1.092
20 H 1.066 -2.383 1.616  O16 1.025

Output
LUMO level: 0.86 eV
HOMO level: -9.078 eV
SMILES: [H]/N=C(\C)O.C=C=O.CO
energy above the lowest of the compared OMol25 structures with the same formula, charge and spin: 62.4 kcal per mole
largest force on an atom: 3.6 eV/A
energy: -477.5260 Eh